1.
Density functional theory data (ωB97M-V/def2-TZVPD) for C34H52N2OPPb as an isolated structure.

Each line ends with the Löwdin charge.
Atoms and positions in Å:
C  2.926  0.197  -0.145  -0.203
C  2.448  -0.635  -1.184  -0.165
C  1.719  0.170  -2.085  -0.200
H  2.664  -1.696  -1.318  0.080
C  1.644  1.486  -1.553  -0.243
C  2.417  1.505  -0.363  -0.228
H  1.213  2.353  -2.043  0.053
C  -1.647  -2.611  0.220  -0.232
C  -0.357  -2.959  -0.270  -0.170
C  -0.328  -2.678  -1.654  -0.112
H  0.446  -3.413  0.309  0.073
C  -1.602  -2.186  -2.032  -0.300
C  -2.404  -2.094  -0.860  -0.192
H  1.376  -0.151  -3.067  0.064
H  2.654  2.395  0.221  0.069
H  3.637  -0.100  0.632  0.072
H  -3.449  -1.773  -0.843  0.080
H  0.520  -2.843  -2.331  0.092
H  -2.029  -2.795  1.218  0.056
Pb  -1.201  0.694  0.008  1.349
C  -1.977  -1.554  -3.356  -0.486
C  -3.493  -1.604  -3.602  -0.047
C  -1.234  -2.203  -4.519  -0.055
H  -3.849  -2.624  -3.399  0.089
H  -3.718  -1.389  -4.655  0.073
H  -4.078  -0.907  -2.989  0.078
H  -1.398  -3.288  -4.503  0.089
H  -0.155  -2.011  -4.475  0.073
H  -1.619  -1.786  -5.459  0.073
C  -1.422  -0.117  -3.183  -0.126
C  -2.071  1.129  -3.749  -0.412
H  -0.347  -0.111  -3.387  0.083
H  -1.541  0.093  -2.114  -0.074
O  -2.830  1.778  -2.991  0.019
N  -1.514  1.548  -4.985  0.035
C  -0.322  2.410  -4.759  -0.147
H  -2.234  2.008  -5.554  0.126
C  0.976  1.833  -5.248  -0.227
C  2.122  2.581  -4.957  -0.061
H  2.005  3.533  -4.439  0.114
C  3.386  2.112  -5.313  -0.083
H  4.264  2.713  -5.079  0.099
C  3.510  0.885  -5.976  -0.099
H  4.499  0.517  -6.260  0.096
C  2.365  0.147  -6.293  -0.086
H  2.461  -0.798  -6.829  0.097
C  1.091  0.618  -5.936  -0.046
H  0.193  0.057  -6.211  0.099
H  -0.226  2.594  -3.669  0.115
H  -0.481  3.426  -5.160  0.129
C  2.625  0.664  3.228  -0.105
C  1.647  -0.464  3.574  -0.573
C  1.935  -1.647  2.626  -0.097
C  1.863  -0.885  5.039  -0.099
P  -0.172  0.088  3.286  0.918
N  -0.507  -0.262  1.742  -0.462
C  -1.341  -1.074  4.233  -0.583
C  -1.213  -0.881  5.761  -0.092
C  -2.771  -0.816  3.744  -0.101
C  -0.950  -2.520  3.837  -0.094
C  -0.569  1.931  3.440  -0.612
C  -0.445  2.322  4.923  -0.109
C  0.414  2.782  2.614  -0.104
C  -2.019  2.259  3.010  -0.112
H  3.656  0.273  3.276  0.090
H  2.568  1.519  3.919  0.068
H  2.481  1.008  2.198  0.044
H  3.011  -1.886  2.623  0.092
H  1.393  -2.547  2.932  0.058
H  1.640  -1.382  1.604  0.050
H  1.565  -0.115  5.765  0.070
H  1.348  -1.818  5.294  0.052
H  2.936  -1.078  5.192  0.085
H  -2.197  -1.054  6.218  0.080
H  -0.522  -1.611  6.205  0.064
H  -0.879  0.121  6.059  0.042
H  -2.797  -0.740  2.649  0.062
H  -3.397  -1.675  4.022  0.083
H  -3.223  0.078  4.189  0.060
H  -0.146  -2.928  4.475  0.067
H  -1.826  -3.195  3.914  0.090
H  -0.644  -2.520  2.777  0.044
H  0.510  2.034  5.386  0.075
H  -0.534  3.416  4.982  0.084
H  -1.270  1.913  5.520  0.064
H  0.588  2.428  1.589  0.031
H  0.005  3.798  2.514  0.085
H  1.388  2.883  3.105  0.064
H  -2.323  1.837  2.038  -0.010
H  -2.734  1.931  3.782  0.065
H  -2.100  3.354  2.910  0.087

The orbital gap is 5.5 eV. As for the net charge: -1. The multiplicity is 1. The value obtained for the electronic energy is -2045.58509 a.u. As for the highest occupied orbital energy: -3.1 eV.



2.
Density functional theory data (ωB97M-V/def2-TZVPD) for the molecule C5H3NOS2.

Each line ends with the Löwdin charge.
Atoms and positions in Å:
C  1.585  -0.079  -0.004  -0.192
C  1.848  -1.385  0.111  -0.400
C  0.248  0.208  -0.253  -0.370
C  -0.539  -0.984  -0.180  -0.374
C  -0.459  1.460  -0.187  -0.124
N  -1.757  1.481  -0.209  -0.267
O  -3.779  0.425  0.768  -0.471
S  0.422  -2.425  -0.050  0.940
S  -2.861  0.343  -0.378  0.974
H  2.323  0.612  0.102  0.082
H  2.777  -1.958  0.374  0.080
H  0.192  2.303  -0.094  0.120

The orbital gap (alpha / beta) is 7.4 / 7.4 eV. As for the net charge: 0. The energy relative to the best compared isomer or geometry (same formula, charge and spin) comes out at 74.7 kJ/mol. The multiplicity is 1. The value obtained for the electronic energy is -1118.55203 a.u. As for the highest occupied orbital energy (alpha / beta): -8.9 / -8.9 eV.



3.
Density functional theory data (ωB97M-V/def2-TZVPD) for C14H26AlClINP2 as an isolated structure.

Each line ends with the Löwdin charge.
Atoms and positions in Å:
C  -1.604  0.521  -0.822  -0.294
I  0.615  0.257  -0.292  1.221
H  -2.476  0.792  -1.499  0.089
H  -1.711  1.401  -0.041  0.029
H  -1.590  -0.568  -0.558  -0.068
Al  0.395  -1.198  -5.099  0.418
P  0.319  2.364  -1.826  0.578
C  -0.028  3.244  -0.253  -0.319
C  1.946  3.108  -2.096  -0.244
H  1.756  4.187  -2.103  0.066
H  -0.391  4.359  -2.768  0.068
H  2.348  2.785  -3.058  0.059
H  -0.709  3.028  -3.922  0.059
H  0.700  2.969  0.516  0.032
H  2.645  2.838  -1.298  0.060
C  -0.762  3.336  -2.880  -0.225
H  -0.001  4.317  -0.459  0.074
H  -1.791  3.254  -2.528  0.060
H  -1.015  3.016  0.141  0.032
P  0.272  -2.328  -1.928  0.695
C  -0.069  -3.101  -0.286  -0.309
C  -0.849  -3.402  -2.879  -0.301
H  2.362  -2.885  -3.026  0.037
H  1.670  -4.263  -2.072  0.071
H  2.514  -2.906  -1.233  0.062
C  1.884  -3.186  -2.090  -0.248
H  -0.900  -3.146  -3.949  -0.062
H  -0.468  -4.415  -2.726  0.063
H  -0.086  -4.193  -0.417  0.077
H  -1.032  -2.752  0.101  0.009
H  -1.841  -3.282  -2.430  0.065
H  0.683  -2.825  0.464  0.043
Cl  1.730  0.132  -6.181  0.053
N  -1.103  -1.202  1.480  0.101
C  -0.669  -0.385  2.220  -0.274
C  -0.407  0.093  3.508  -0.252
C  -1.558  0.184  4.307  -0.009
C  -1.396  0.128  5.679  -0.039
C  -0.125  -0.011  6.243  -0.025
C  0.988  -0.128  5.410  -0.048
C  0.881  -0.090  4.025  -0.016
H  -2.528  0.229  3.809  0.131
H  -2.275  0.225  6.298  0.119
H  -0.021  -0.016  7.326  0.125
H  1.971  -0.238  5.846  0.116
H  1.722  -0.247  3.345  0.120

The orbital gap (alpha / beta) is 6.5 / 4.4 eV. As for the net charge: +2. The energy relative to the best compared isomer or geometry (same formula, charge and spin) comes out at 528.5 kJ/mol. The multiplicity is 1. The value obtained for the electronic energy is -2286.05187 a.u. As for the highest occupied orbital energy (alpha / beta): -14.6 / -14.0 eV.



4.
Density functional theory data (ωB97M-V/def2-TZVPD) for C2H3LiO2Rb as an isolated structure.

Each line ends with the Löwdin charge.
Atoms and positions in Å:
H  3.968  -0.427  -0.340  0.197
O  0.580  -0.118  -0.131  -0.488
C  1.445  0.945  0.016  -0.473
C  2.874  0.642  0.290  -0.101
O  3.097  -0.636  0.237  -0.097
Li  1.424  -1.712  0.042  0.764
Rb  -2.768  -0.050  -0.759  0.958
H  1.167  1.637  0.845  0.118
H  1.485  1.617  -0.873  0.122

The orbital gap is 6.9 eV. As for the net charge: +1. The energy relative to the best compared isomer or geometry (same formula, charge and spin) comes out at 314.0 kJ/mol. The multiplicity is 1. The value obtained for the electronic energy is -259.81252 a.u. As for the highest occupied orbital energy: -10.8 eV.



5.
Density functional theory data (ωB97M-V/def2-TZVPD) for an isolated ion of composition C4H6NO2 and charge -1.

Each line ends with the Löwdin charge.
Atoms and positions in Å:
C  -1.247  1.485  -0.316  -0.040
C  -0.230  0.804  0.300  -0.329
C  0.342  -0.384  -0.489  -0.276
O  -0.456  -1.497  -0.958  -0.112
C  1.005  -0.846  0.927  -0.059
N  0.351  0.387  1.437  -0.306
O  0.695  1.012  2.515  -0.267
H  -1.659  2.448  -0.194  -0.024
H  -1.414  1.070  -1.275  -0.015
H  1.031  -0.043  -1.355  0.150
H  -1.425  -1.335  -0.777  0.100
H  0.634  -1.749  1.412  0.089
H  2.111  -0.844  0.995  0.090

The orbital gap is 5.6 eV. As for the net charge: -1. The energy relative to the best compared isomer or geometry (same formula, charge and spin) comes out at 483.9 kJ/mol. The multiplicity is 1. The SMILES is C=C1[C@H](O)CN1[O-]. The value obtained for the electronic energy is -361.12339 a.u. As for the highest occupied orbital energy: -1.6 eV.